50
Properties=species:S:1:pos:R:3:forces:R:3:mulliken_charge:R:1 method="wB97M-V/def2-TZVPD" multiplicity=3 e_above_lowest_kcal_mol=6.7 homo_energy_ev="-12.14 / -12.14" total_charge=+1 lumo_energy_ev="-5.86 / -6.11" s_squared=2.0353
Mo -15.072322 6.133323 6.897494 5.0 0.3 -0.2 0.2664
O -10.047997 8.381009 10.141197 -1.7 -1.2 -1.1 -0.5935
C -11.259948 8.662823 10.540606 0.5 1.5 1.1 0.3502
O -11.468157 9.515047 11.383289 -0.7 -0.5 -0.1 -0.5854
C -12.532196 8.038331 9.924597 -1.6 -0.2 -1.4 0.6471
C -13.910242 8.060333 10.395697 3.4 -0.3 -0.5 -0.5688
N -14.680254 7.516227 9.490072 -1.2 -0.8 -0.6 -0.1636
N -13.970910 7.111357 8.352302 -0.4 1.5 1.0 0.1459
C -12.688002 7.538970 8.628038 -0.2 -0.3 -0.3 -0.4806
C -11.575297 7.405343 7.626613 3.6 -1.4 0.5 0.5127
O -10.478761 7.009953 8.224331 -2.3 0.5 -2.0 -0.6390
O -11.634921 7.595944 6.395991 -1.7 -0.2 0.9 -0.6886
H -10.171213 7.691657 9.250739 0.4 0.6 1.3 0.3922
H -14.200687 8.320564 11.374328 -0.7 0.4 0.8 0.4958
H -15.667177 7.206492 9.620074 1.3 0.5 -0.1 0.2378
S -16.292880 7.435949 5.262493 0.2 0.2 -0.5 -0.2537
C -14.967801 8.403217 4.532284 -1.5 -2.4 1.4 0.3783
N -13.738136 8.488618 4.962041 1.2 0.4 0.5 0.3539
C -13.088484 9.700806 4.347688 -0.9 -0.2 0.5 -0.4394
C -14.216895 10.124518 3.368670 0.9 1.9 -0.3 -0.5515
N -15.250261 9.139243 3.475769 -0.4 0.2 0.7 -0.2056
H -13.156000 7.907302 5.674450 -0.4 1.0 -0.9 0.0686
H -12.152596 9.459889 3.852502 0.0 -0.1 0.1 0.3027
H -12.934399 10.474708 5.133269 0.1 -0.7 -0.5 0.2920
H -13.874414 10.116828 2.354679 0.3 0.5 -0.6 0.3297
H -14.607435 11.126519 3.655413 0.3 -0.6 -0.4 0.3102
H -16.200360 9.384938 3.232117 0.0 -0.3 0.1 0.3039
C -11.417943 3.743153 8.073791 0.1 0.8 1.2 -0.6884
Si -12.234323 3.675940 6.417709 1.3 -0.5 -0.3 0.4996
C -12.532729 1.859093 6.088412 -0.8 -0.8 1.3 -1.2578
C -11.168776 4.326803 5.016126 -1.7 -0.7 -0.6 -1.0541
C -13.875138 4.661633 6.119916 -0.9 0.7 -1.3 -0.7045
H -11.471531 2.764845 8.594067 0.2 0.6 -0.3 0.4155
H -11.952591 4.459583 8.705415 -0.3 -0.1 0.2 -0.0643
H -10.413238 4.216550 8.156741 -0.4 -0.8 -0.6 0.3375
H -11.581586 1.337448 6.196776 0.3 0.2 -0.5 0.3239
H -13.028973 1.605225 5.179050 0.1 0.0 -1.1 0.4078
H -13.135877 1.248429 6.798907 0.1 0.9 0.2 0.3583
H -10.362521 3.637049 4.772469 -0.4 -0.5 -0.4 0.4062
H -10.606538 5.190195 5.276147 -0.1 1.4 0.1 0.3089
H -11.970922 4.472471 4.188496 2.0 -0.1 0.8 0.2498
H -14.533170 3.835509 5.785327 -0.2 0.1 0.4 0.6984
H -13.716047 5.191551 5.123501 0.2 -0.1 0.8 0.3937
O -16.552063 2.098084 8.669869 0.4 1.1 2.2 -0.2136
N -16.015334 2.803596 9.528569 -0.1 -0.4 -3.0 -0.0098
C -15.496314 3.988537 9.229756 1.1 -1.4 4.0 0.3866
C -14.550481 4.646171 10.118469 2.1 -0.6 1.8 0.2529
N -13.651366 5.078102 10.734670 -2.3 -0.9 -1.3 -0.4192
C -15.766327 4.811633 8.191692 -1.3 1.5 -3.1 0.7346
N -16.667470 5.258934 7.466537 -3.1 -0.9 0.2 -0.5794